No. 1
DFT (wB97M-V/def2-TZVPD) results for one molecule with the formula C8H12IN3 at a distorted geometry.

```
24
Properties=species:S:1:pos:R:3:forces:R:3
C 0.0606 -0.3604 -1.7986 -2.098 -2.227 -1.485
C -0.3487 -0.8187 -3.0186 2.567 1.240 0.618
C -2.1549 -1.8533 -2.1790 3.525 1.425 0.594
C -0.6443 -0.7510 -0.5929 -0.227 1.336 -0.726
C 2.0428 0.4198 0.9982 -0.532 1.174 1.105
C 0.2454 2.1055 0.5979 -2.377 2.400 -0.556
C 0.2853 0.4768 2.6844 -0.900 -0.199 -1.491
C 0.4923 0.7168 1.1082 1.868 0.196 2.044
N -1.4614 -1.4932 -3.2290 -2.928 -1.420 0.622
N -1.7699 -1.5972 -0.8614 -1.528 -1.689 -0.848
N -0.4079 -0.2606 0.5215 -0.639 -0.480 1.999
I -2.9038 -3.0381 0.4362 1.491 1.834 -0.728
H 0.9134 0.1719 -1.6089 2.104 1.218 0.013
H 0.2598 -0.7384 -3.9210 0.045 0.551 0.291
H -2.9586 -2.4769 -2.3211 -1.957 -1.120 -0.144
H 2.0644 -0.5740 0.7643 0.604 -3.008 -0.112
H 2.6593 0.8648 0.2702 0.042 1.118 -1.608
H 2.6354 0.6482 1.9147 -0.895 -0.420 -0.395
H -0.8745 2.4552 0.7644 2.107 -0.765 -0.060
H 0.3066 2.0559 -0.5129 0.277 0.370 0.622
H 0.9009 2.9764 0.9860 -0.799 -1.804 -0.474
H 0.0775 -0.5995 2.6076 -0.028 0.309 0.951
H 1.1612 0.6530 3.2920 0.111 0.253 0.022
H -0.5808 1.0171 3.0979 0.168 -0.292 -0.257
```
Positions in Å, forces in eV/Å.

As for the HOMO energy: -0.3058 hartree. The LUMO energy is -0.067 Eh. For the gap between HOMO and LUMO, the calculation gives 6.493 eV. Its net charge is 0. Its largest force on an atom is 3.849 eV/Å. The value obtained for the energy relative to the best compared isomer or geometry (same formula, charge and spin) is 0.990 eV. The structure (SMILES) is CC(C)(C)/N=c1\ccncn1I. The value obtained for the molar mass is 277.11 Da.

Atom charges from the Löwdin analysis, given in e for atoms 1 to 6:
1. C 0.016
2. C -0.161
3. C -0.266
4. C -0.395
5. C -0.047
6. C -0.075


No. 2
DFT (wB97M-V/def2-TZVPD) results for an isolated ion of composition C4H10Br2N and charge +1 at a distorted geometry.

```
17
Properties=species:S:1:pos:R:3:forces:R:3
C 1.3123 -0.6764 1.2940 -1.644 -0.593 -0.027
C 1.4443 -0.2778 -1.0893 -0.260 -1.062 0.519
C -0.0766 1.1529 0.2304 -0.731 2.157 0.873
C -3.4935 -0.6043 -0.6998 -0.921 0.765 1.788
N 1.1254 0.3533 0.2596 2.571 0.325 -0.822
Br -4.9551 0.3437 0.0781 0.591 -0.490 0.191
Br -1.8008 -0.4899 0.1741 -1.099 -0.011 -0.918
H 2.3964 -0.7895 1.2979 -0.315 -1.170 0.315
H 0.9741 -0.2415 2.2136 0.021 0.076 0.691
H 0.6029 -1.5143 1.0302 1.472 0.364 0.517
H 2.5373 -0.5810 -1.1579 -1.375 0.632 0.231
H 0.8386 -1.1970 -0.9395 0.350 0.448 -1.538
H 1.1403 0.4284 -1.8816 0.143 -0.741 0.319
H -0.0773 1.8070 -0.6515 -0.191 -0.601 0.099
H -0.3591 1.8125 1.1247 0.927 -1.529 -0.895
H -3.6315 -0.3342 -1.7123 0.936 -0.330 -1.323
H 2.0222 0.8080 0.4292 -0.475 1.760 -0.018
```
Positions in Å, forces in eV/Å.

As for the HOMO energy (spin up / spin down): -0.4498 / -0.4517 hartree. The LUMO energy (spin up / spin down) is -0.173 / -0.159 Eh. For the gap between HOMO and LUMO (spin up / spin down), the calculation gives 7.539 / 7.968 eV. Its net charge is +1. Its largest force on an atom is 2.719 eV/Å. The value obtained for the energy relative to the best compared isomer or geometry (same formula, charge and spin) is 4.339 eV. The value obtained for the molar mass is 231.94 Da.

Atom charges from the Löwdin analysis, given in e for atoms 1 to 6:
1. C -0.022
2. C 0.011
3. C -0.219
4. C -0.931
5. N -0.335
6. Br 0.634


Among the records above, which one has the lowest energy relative to the best compared isomer or geometry (same formula, charge and spin)? C8H12IN3